No. 1
H30O15 | ωB97M-V/def2-TZVPD

Its relative energy (zero: lowest compared OMol25 entry of this formula, charge and spin) is 5.342 eV. The charge is 0. As for the max |F|: 5.67 eV/Å. As for the molar mass: 270.2 g mol⁻¹. The LUMO energy is -1.1 eV. As for the calculated total energy: -31196.324 eV. For the frontier orbital gap, the calculation gives 9.640 eV.

Each line ends with the natural charge from an NBO analysis.
Geometry (Å):
1 H -0.780 -0.096 1.351  0.447
2 H 0.177 -0.356 0.190  0.477
3 H -3.315 1.714 1.949  0.470
4 H -3.078 3.171 1.590  0.462
5 H 3.194 0.823 2.360  0.452
6 H 3.918 2.071 2.793  0.477
7 H 4.286 1.369 -2.033  0.457
8 H 4.303 0.245 -1.046  0.457
9 H 2.310 0.246 0.309  0.451
10 H 2.452 1.069 -1.014  0.478
11 H -3.019 -1.705 -0.995  0.460
12 H -1.725 -2.315 -1.707  0.458
13 H 0.164 2.860 -2.611  0.496
14 H 0.309 4.063 -3.607  0.476
15 H -1.279 1.848 -0.002  0.485
16 H -1.922 1.337 -1.184  0.458
17 H -4.044 -0.348 2.820  0.478
18 H -3.728 -0.703 1.391  0.474
19 H 0.667 4.888 0.636  0.451
20 H 0.525 4.421 -0.777  0.488
21 H 0.971 -4.100 -1.432  0.472
22 H -0.175 -3.191 -1.645  0.429
23 H -2.171 -3.094 0.922  0.465
24 H -3.392 -3.876 1.284  0.490
25 H 2.952 -3.838 0.475  0.450
26 H 2.650 -2.601 -0.272  0.468
27 H -5.703 -0.376 -1.551  0.473
28 H -4.535 -1.009 -0.858  0.438
29 H 4.760 -2.423 1.787  0.458
30 H 4.296 -0.986 1.772  0.454
31 O -0.052 0.346 0.774  -0.925
32 O -3.697 2.512 1.888  -0.945
33 O 4.030 1.137 2.811  -0.927
34 O 4.719 0.495 -1.870  -0.911
35 O 1.825 0.577 -0.443  -0.928
36 O -2.508 -1.631 -1.783  -0.920
37 O 0.496 3.740 -2.690  -0.968
38 O -1.208 1.963 -1.008  -0.947
39 O -3.949 0.052 1.932  -0.941
40 O 0.852 4.056 0.035  -0.944
41 O 0.737 -3.334 -1.977  -0.900
42 O -3.109 -3.095 0.802  -0.953
43 O 3.276 -3.401 -0.318  -0.919
44 O -5.552 -0.948 -0.781  -0.910
45 O 5.070 -1.579 1.730  -0.913

***

No. 2
C52H56InN6O3P | ωB97M-V/def2-TZVPD

The charge is +2. As for the max |F|: 1.22 eV/Å. As for the molar mass: 958.9 g mol⁻¹. The LUMO energy is -5.7 eV. As for the calculated total energy: -84367.427 eV. For the frontier orbital gap, the calculation gives 6.560 eV.

Each line ends with the Löwdin charge.
Geometry (Å):
1 In 1.001 -1.292 0.951  0.924
2 C -6.096 -0.501 2.886  -0.032
3 C -4.645 -0.322 2.535  -0.245
4 C -4.211 0.730 1.771  0.031
5 C -2.865 0.817 1.346  -0.118
6 C -2.412 1.695 0.347  -0.004
7 N -2.801 2.924 0.102  0.088
8 C -3.375 3.856 1.079  -0.127
9 C -2.335 4.315 2.118  -0.130
10 C -1.154 5.144 1.581  -0.137
11 N -0.228 4.360 0.763  0.067
12 C 0.563 3.362 1.121  0.002
13 C 1.025 2.915 2.354  -0.099
14 C 1.036 3.643 3.578  0.036
15 C 1.655 3.173 4.700  -0.249
16 C 1.764 3.989 5.958  -0.034
17 C 2.203 1.870 4.655  0.061
18 C 2.169 1.078 3.532  -0.095
19 C 2.631 -0.290 3.641  -0.056
20 N 2.405 -1.245 2.825  -0.001
21 C 2.781 -2.591 3.262  -0.191
22 C 1.664 -3.211 4.109  -0.142
23 C 0.436 -3.606 3.294  -0.198
24 N -0.258 -2.447 2.755  0.008
25 C -1.482 -2.288 3.057  -0.097
26 C -2.358 -1.229 2.584  -0.129
27 C -3.693 -1.280 2.933  0.054
28 C -1.886 -0.139 1.787  -0.326
29 O -0.662 0.097 1.520  -0.104
30 C 1.648 1.597 2.294  -0.298
31 O 1.726 0.956 1.221  -0.090
32 H -6.678 0.376 2.614  0.082
33 H -6.226 -0.690 3.951  0.089
34 H -6.507 -1.359 2.350  0.093
35 H -4.939 1.440 1.396  0.123
36 H -1.644 1.299 -0.317  0.143
37 H -2.467 3.338 -0.753  0.155
38 H -4.195 3.380 1.606  0.109
39 H -3.779 4.709 0.535  0.135
40 H -1.947 3.437 2.641  0.116
41 H -2.862 4.926 2.851  0.130
42 H -0.628 5.584 2.422  0.107
43 H -1.514 5.969 0.967  0.134
44 H -0.300 4.505 -0.231  0.148
45 H 0.924 2.762 0.288  0.144
46 H 0.611 4.636 3.615  0.109
47 H 1.275 4.955 5.847  0.081
48 H 2.813 4.165 6.205  0.092
49 H 1.313 3.468 6.804  0.090
50 H 2.642 1.472 5.566  0.138
51 H 3.165 -0.518 4.570  0.148
52 H 3.703 -2.562 3.849  0.128
53 H 2.948 -3.213 2.381  0.095
54 H 1.370 -2.500 4.886  0.121
55 H 2.052 -4.105 4.599  0.127
56 H -0.231 -4.212 3.918  0.124
57 H 0.761 -4.220 2.448  0.117
58 H -1.964 -3.008 3.729  0.139
59 H -4.035 -2.108 3.549  0.138
60 C -5.023 -5.367 -0.722  -0.070
61 C -4.269 -5.239 0.437  -0.072
62 C -3.208 -4.351 0.474  -0.107
63 C -2.878 -3.590 -0.649  -0.359
64 C -3.636 -3.724 -1.808  -0.076
65 C -4.706 -4.610 -1.839  -0.064
66 P -1.413 -2.501 -0.476  1.101
67 C -1.359 -1.641 -2.090  -0.372
68 C -0.384 -1.862 -3.058  -0.073
69 C -0.437 -1.181 -4.266  -0.063
70 C -1.453 -0.275 -4.518  -0.071
71 C -2.412 -0.024 -3.547  -0.075
72 C -2.359 -0.695 -2.335  -0.133
73 C -0.032 -3.682 -0.619  -0.427
74 C -0.121 -4.921 -1.253  -0.061
75 C 1.001 -5.732 -1.337  -0.056
76 C 2.214 -5.300 -0.820  -0.062
77 C 2.314 -4.059 -0.198  -0.131
78 C 1.181 -3.267 -0.071  -0.251
79 H -5.853 -6.060 -0.754  0.111
80 H -4.508 -5.837 1.307  0.109
81 H -2.612 -4.253 1.377  0.092
82 H -3.392 -3.153 -2.693  0.103
83 H -5.287 -4.711 -2.746  0.112
84 H 0.403 -2.586 -2.883  0.107
85 H 0.319 -1.369 -5.019  0.113
86 H -1.495 0.245 -5.466  0.111
87 H -3.211 0.681 -3.740  0.107
88 H -3.121 -0.521 -1.580  0.102
89 H -1.060 -5.242 -1.689  0.114
90 H 0.929 -6.702 -1.810  0.114
91 H 3.088 -5.934 -0.892  0.112
92 H 3.274 -3.744 0.193  0.083
93 C 5.339 2.921 -5.151  -0.065
94 C 4.449 3.262 -3.960  -0.210
95 N 3.035 2.994 -4.197  -0.050
96 C 2.344 3.893 -5.130  -0.192
97 C 1.952 3.188 -6.424  -0.059
98 C 2.257 2.122 -3.517  -0.405
99 O 1.031 2.178 -3.557  0.037
100 C 2.878 1.031 -2.679  -0.071
101 C 4.124 0.440 -2.865  0.011
102 C 4.549 -0.541 -1.980  -0.008
103 C 3.706 -0.932 -0.960  -0.100
104 N 2.470 -0.447 -0.839  0.010
105 C 2.069 0.503 -1.676  -0.063
106 H 6.384 3.099 -4.895  0.085
107 H 5.093 3.545 -6.010  0.076
108 H 5.226 1.879 -5.452  0.073
109 H 4.550 4.328 -3.742  0.125
110 H 4.772 2.731 -3.068  0.104
111 H 3.010 4.730 -5.337  0.120
112 H 1.448 4.273 -4.640  0.115
113 H 2.827 2.780 -6.930  0.073
114 H 1.461 3.892 -7.096  0.082
115 H 1.260 2.374 -6.210  0.069
116 H 4.767 0.733 -3.682  0.106
117 H 5.529 -0.987 -2.083  0.121
118 H 4.008 -1.671 -0.227  0.108
119 H 1.063 0.884 -1.549  0.119

***

No. 3
C2H3N4 | ωB97M-V/def2-TZVPD

Its relative energy (zero: lowest compared OMol25 entry of this formula, charge and spin) is 4.091 eV. The charge is +1. As for the max |F|: 4.15 eV/Å. As for the molar mass: 83.1 g mol⁻¹. The LUMO energy (spin up / spin down) is -7.9 / -8.0 eV. As for the calculated total energy: -8067.496 eV. For the frontier orbital gap (spin up / spin down), the calculation gives 5.518 / 5.422 eV.

Each line ends with the natural charge from an NBO analysis.
Geometry (Å):
1 C -1.601 -0.705 0.134  0.376
2 C -3.597 0.633 0.029  0.423
3 N -2.681 -0.157 0.036  -0.404
4 N 1.679 -0.415 -0.063  -0.211
5 N 2.783 -0.223 -0.087  0.301
6 N 3.871 0.184 0.043  -0.476
7 H -4.529 0.999 0.243  0.268
8 H -0.516 -0.415 0.341  0.311
9 H 4.589 0.100 -0.677  0.411